The following is a quantum chemistry calculation of a structure of composition CH6N3O2, from the OMol25 dataset.

Values from the calculation:
LUMO level: -5.51 eV
Charge: +1
Frontier orbital gap: 10.681 eV

Atoms and positions in Å:
C -1.19 -0.89 0.24
N 0.15 -0.23 -0.70
N -2.24 0.04 -0.05
N 0.66 0.97 -0.14
O -1.82 1.18 0.06
O -3.32 -0.20 -0.40
H -0.88 -0.79 1.32
H -1.37 -1.89 -0.20
H 0.91 -1.03 -0.61
H 0.99 1.65 -0.81
H 0.95 0.96 0.83
H -0.57 1.36 0.03


The following is a quantum chemistry calculation of the ion C5H8ClN2S with charge +1, from the OMol25 dataset.

Values from the calculation:
LUMO level: -6.24 eV
Charge: +1
Frontier orbital gap: 7.148 eV

Atoms and positions in Å:
C -1.43 0.30 0.75
C -2.50 -1.20 -0.71
C -0.57 0.90 -0.43
C 0.75 0.03 -0.20
C 3.11 -0.48 1.05
N -2.19 -0.71 0.53
N -3.07 -0.54 -1.64
S 1.78 0.76 0.88
Cl 0.67 -1.55 -0.72
H -1.34 0.64 1.78
H -2.43 -2.31 -0.65
H -0.96 0.53 -1.38
H -0.39 1.92 -0.18
H 4.13 -0.04 0.73
H 2.79 -1.21 0.33
H 3.10 -0.97 2.07
H -3.25 -1.05 -2.49


The following is a quantum chemistry calculation of a structure of composition C5H17B2BeCl11, from the OMol25 dataset.

Values from the calculation:
2S+1: 2
LUMO level (alpha / beta): 2.23 / 1.80 eV
Charge: -1
Frontier orbital gap (alpha / beta): 6.343 / 8.565 eV

Atoms and positions in Å:
Be -0.44 1.73 -2.33
B -2.53 3.27 -2.29
H -2.08 3.11 -1.32
H -2.90 2.32 -2.66
H -3.25 4.06 -2.32
H -1.75 3.60 -2.96
B 0.46 0.56 -0.37
H 0.76 0.06 0.54
H 0.00 1.51 -0.14
H 1.28 0.72 -1.06
H -0.28 -0.09 -0.80
C 0.66 -3.47 0.71
Cl 1.93 -4.60 0.33
Cl -0.15 -3.90 2.22
Cl -0.56 -3.54 -0.57
H 1.14 -2.49 0.77
C -3.89 -1.17 -2.07
Cl -2.33 -0.47 -2.51
Cl -5.30 -0.40 -2.89
H -3.86 -2.20 -2.43
H -3.94 -1.21 -0.98
C 3.70 -0.65 -0.61
Cl 3.69 -2.33 -1.37
Cl 5.32 -0.27 0.10
H 3.48 0.09 -1.37
H 3.01 -0.59 0.24
C -1.63 0.09 1.97
Cl -2.51 0.34 3.48
Cl -2.75 0.76 0.74
H -0.70 0.66 1.87
H -1.53 -0.95 1.66
C 3.38 1.07 3.14
Cl 2.22 1.94 4.13
Cl 4.57 0.26 4.20
H 2.89 0.42 2.41
H 3.93 1.77 2.51


The following is a quantum chemistry calculation of an isolated molecule of C5H7NO3S, from the OMol25 dataset.

Values from the calculation:
LUMO level (alpha / beta): -1.19 / -2.54 eV
Charge: 0
Frontier orbital gap (alpha / beta): 6.651 / 4.631 eV

Atoms and positions in Å:
C -1.08 0.97 -0.51
C -0.51 -2.42 0.78
C -1.40 -0.26 0.37
C 0.23 1.88 -0.36
C 1.68 1.73 -0.08
N -0.70 -1.33 0.02
O 1.54 -0.65 -1.12
O 3.53 -0.05 0.25
O 0.79 2.19 0.89
S 2.11 -0.06 0.13
H -0.98 0.82 -1.57
H -1.86 1.71 -0.27
H -1.34 -2.67 1.63
H 0.06 -3.18 0.28
H -2.10 -0.27 1.12
H 0.02 2.76 -0.91
H 0.01 -1.17 -0.64


The following is a quantum chemistry calculation of a structure of composition C31H54Cl2O2P2PtSi2, from the OMol25 dataset.

Values from the calculation:
2S+1: 5
LUMO level (alpha / beta): 0.45 / -2.70 eV
Charge: 0
Frontier orbital gap (alpha / beta): 5.290 / 4.873 eV

Atoms and positions in Å:
Pt 0.44 0.39 -0.56
C -0.17 -2.15 0.82
C -0.69 -2.68 -0.39
C 0.41 -3.17 -1.14
Si -2.54 -2.63 -0.70
C 1.59 -2.95 -0.39
C 1.24 -2.29 0.82
Si 2.24 -1.83 2.34
H -0.78 -1.94 1.70
H 0.34 -3.63 -2.13
H 2.60 -3.22 -0.67
Cl 0.80 3.99 -4.02
C 1.28 -2.22 3.90
C 3.88 -2.70 2.31
C -3.47 -3.15 0.85
C -2.96 -3.76 -2.13
H 3.72 -3.78 2.15
H 4.38 -2.56 3.28
H 4.55 -2.34 1.52
H 0.47 -1.49 4.06
H 1.97 -2.18 4.76
H 0.83 -3.22 3.85
H -2.50 -4.74 -1.96
H -2.62 -3.38 -3.10
H -4.05 -3.90 -2.17
H -3.03 -4.06 1.27
H -4.52 -3.34 0.59
H -3.44 -2.37 1.63
C 2.41 0.05 2.25
C -2.85 -0.79 -1.06
P 2.32 0.77 0.57
H 3.36 0.32 2.74
H 1.59 0.52 2.82
P -1.46 0.12 -1.83
H -3.04 -0.27 -0.11
H -3.74 -0.69 -1.70
C -2.15 1.78 -2.23
C -1.27 -0.77 -3.43
C 3.77 0.01 -0.32
C 2.80 2.56 0.72
C 1.64 3.48 0.34
H 3.60 2.70 -0.02
C 3.33 2.91 2.12
H 2.55 2.79 2.88
H 3.64 3.97 2.12
H 4.21 2.32 2.39
H 1.32 3.30 -0.70
H 1.95 4.53 0.43
H 0.78 3.31 1.01
H 3.55 -1.07 -0.29
C 5.10 0.29 0.39
C 3.81 0.46 -1.78
H 5.15 -0.14 1.40
H 5.32 1.36 0.45
H 5.90 -0.18 -0.20
H 2.92 0.14 -2.32
H 4.70 0.01 -2.26
H 3.91 1.55 -1.87
H -0.94 -1.78 -3.11
C -0.14 -0.16 -4.27
C -2.54 -0.91 -4.29
H -3.40 -1.33 -3.74
H -2.32 -1.61 -5.11
H -2.84 0.04 -4.74
H 0.82 -0.23 -3.75
H -0.32 0.89 -4.51
H -0.05 -0.72 -5.21
C -1.79 2.76 -1.11
C -3.66 1.83 -2.54
H -1.59 2.08 -3.13
H -4.27 1.60 -1.65
H -3.94 1.13 -3.34
H -3.91 2.84 -2.88
H -2.45 2.67 -0.23
H -1.85 3.79 -1.49
H -0.75 2.60 -0.75
C 2.26 3.15 -4.49
H 2.20 2.07 -4.30
H 2.44 3.36 -5.54
H 3.12 3.57 -3.93
Cl -5.21 -0.23 6.47
C -4.10 0.21 5.26
C -2.89 0.84 5.62
C -1.96 1.14 4.61
C -2.20 0.81 3.27
C -3.43 0.24 2.92
C -4.37 -0.07 3.90
C -1.08 1.04 2.27
O -0.16 1.84 2.55
O -1.17 0.34 1.18
H -2.67 1.06 6.66
H -1.02 1.62 4.87
H -3.63 0.03 1.87
H -5.32 -0.54 3.64


The following is a quantum chemistry calculation of a structure of composition C29H29CdN10O2S2, from the OMol25 dataset.

Values from the calculation:
LUMO level: 2.54 eV
Charge: -1
Frontier orbital gap: 6.093 eV

Atoms and positions in Å:
Cd 0.19 -0.11 -0.08
C 3.51 -4.10 3.77
C 1.99 -3.96 3.78
N 1.54 -2.59 3.64
C 1.56 -1.92 2.44
S 1.44 -0.21 2.48
N 1.67 -2.72 1.38
N 1.59 -2.08 0.20
C 2.01 -2.70 -0.84
C 2.52 -4.11 -0.80
C 2.09 -1.93 -2.11
C 2.23 -2.56 -3.34
C 2.43 -1.79 -4.47
C 2.46 -0.41 -4.35
C 2.26 0.14 -3.09
N 2.10 -0.60 -2.00
H 3.81 -5.15 3.75
H 3.91 -3.61 2.88
H 3.95 -3.63 4.65
H 1.56 -4.54 2.97
H 1.58 -4.35 4.72
H 1.65 -1.97 4.42
H 2.83 -4.35 0.22
H 1.74 -4.81 -1.09
H 3.37 -4.24 -1.48
H 2.17 -3.64 -3.41
H 2.54 -2.26 -5.44
H 2.61 0.23 -5.21
H 2.21 1.21 -2.95
O -1.59 2.76 2.24
C -1.03 2.65 1.16
N -1.63 2.22 0.01
C -2.91 1.53 0.13
C -2.91 -0.02 0.31
C -4.19 -0.39 1.01
C -4.22 -1.35 1.94
C -3.02 -2.00 2.37
C -1.84 -1.50 1.89
N -1.71 -0.50 1.00
C 0.44 3.01 1.10
C 0.89 4.11 1.80
C 2.25 4.39 1.80
C 3.11 3.53 1.12
C 2.57 2.43 0.48
N 1.27 2.18 0.46
H -3.52 1.77 -0.74
H -3.39 1.93 1.02
H -5.09 0.10 0.66
H -5.17 -1.64 2.38
H -3.03 -2.79 3.11
H -0.91 -1.90 2.27
H 0.18 4.73 2.33
H 2.63 5.25 2.33
H 4.18 3.70 1.11
H 3.20 1.71 -0.03
N -1.96 2.82 -2.33
C -1.00 2.37 -1.33
N -0.47 1.12 -1.82
C -1.09 0.85 -3.01
C -1.02 -0.27 -3.84
C -1.72 -0.27 -5.05
C -2.49 0.81 -5.45
C -2.63 1.92 -4.59
C -1.95 1.91 -3.40
H -1.98 3.80 -2.53
H -0.23 3.13 -1.19
H -0.45 -1.13 -3.53
H -1.65 -1.14 -5.70
H -3.02 0.79 -6.39
H -3.26 2.75 -4.86
O -5.18 -1.61 -1.62
S -3.74 -1.51 -1.88
N -2.82 -0.65 -1.07


The following is a quantum chemistry calculation of a cluster of 2 separate species, C2H5BrSi in total, from the OMol25 dataset.

Values from the calculation:
LUMO level: -0.91 eV
Charge: 0
Frontier orbital gap: 8.557 eV

Atoms and positions in Å:
C -0.04 0.81 0.00
C 0.69 -0.41 0.66
Si 0.23 -0.65 -1.14
Br 1.91 -0.56 -2.60
H -1.02 1.03 0.41
H 0.54 1.71 -0.12
H 1.73 -0.26 0.92
H 0.16 -0.89 1.47
H -1.28 -1.76 -2.49


The following is a quantum chemistry calculation of a cluster of 2 separate species, C16H30FN3O2 in total, from the OMol25 dataset.

Values from the calculation:
SMILES string: CCCN[C@](C#N)(CC)[C@H](C#N)[C@H](F)CC.COCCOC
LUMO level: 0.59 eV
Charge: 0
Frontier orbital gap: 10.000 eV

Atoms and positions in Å:
C 2.02 0.01 0.43
C 1.66 -1.12 1.61
C 0.79 -2.34 0.92
N -0.65 -1.89 0.85
C -1.53 -2.53 1.90
C -0.79 -2.65 3.40
N -0.28 -2.71 4.60
C -1.81 -4.10 1.44
C -2.01 -5.12 2.75
C -2.92 -1.68 2.18
C -4.26 -2.61 2.34
N -5.35 -3.35 2.25
C -3.25 -0.51 1.08
F -3.26 -0.95 -0.33
C -2.31 0.85 1.34
C -1.71 1.50 -0.04
H 3.16 0.26 0.43
H 1.74 -0.35 -0.65
H 1.43 1.03 0.61
H 0.98 -0.54 2.39
H 2.67 -1.45 2.09
H 1.17 -2.40 -0.21
H 0.97 -3.40 1.38
H -1.03 -2.19 -0.09
H -2.71 -4.19 0.66
H -0.87 -4.57 0.86
H -0.95 -5.43 3.20
H -2.47 -6.12 2.30
H -2.74 -4.68 3.56
H -2.78 -1.12 3.22
H -4.36 -0.14 1.31
H -1.38 0.60 2.04
H -2.93 1.67 1.93
H -0.90 0.81 -0.58
H -2.54 1.88 -0.79
H -1.10 2.47 0.29
C 2.41 4.95 -4.58
O 3.44 4.63 -3.65
C 2.96 4.62 -2.30
C 2.74 3.18 -1.80
O 1.66 2.56 -2.50
C 2.11 1.66 -3.51
H 2.78 4.73 -5.58
H 1.50 4.37 -4.40
H 2.18 6.02 -4.52
H 2.05 5.22 -2.20
H 3.74 5.08 -1.68
H 2.45 3.22 -0.75
H 3.65 2.59 -1.89
H 2.50 0.75 -3.04
H 2.89 2.11 -4.13
H 1.26 1.40 -4.14


The following is a quantum chemistry calculation of a structure of composition C31H42N3OPTi, from the OMol25 dataset.

Values from the calculation:
2S+1: 2
LUMO level (alpha / beta): 2.32 / 2.32 eV
Charge: -1
Frontier orbital gap (alpha / beta): 4.234 / 5.721 eV

Atoms and positions in Å:
Ti -0.30 0.10 -0.40
N -0.32 -3.77 4.24
N 0.11 -1.57 -1.59
C 0.43 2.36 -0.60
C 1.53 1.46 -0.31
C 1.42 1.08 1.08
C 2.50 0.41 1.84
H 2.92 -0.45 1.30
H 2.15 0.07 2.82
H 3.34 1.10 2.05
C 0.26 1.72 1.62
C -0.33 1.47 2.96
H 0.04 2.18 3.71
H -0.07 0.45 3.30
H -1.43 1.53 2.93
C -0.31 2.55 0.62
C -1.48 3.44 0.80
H -2.38 2.85 1.03
H -1.68 4.03 -0.09
H -1.33 4.13 1.64
C 2.65 1.12 -1.22
H 3.45 1.88 -1.17
H 2.33 1.07 -2.27
H 3.09 0.16 -0.96
C 0.25 3.10 -1.87
H -0.79 3.41 -2.00
H 0.52 2.48 -2.73
H 0.87 4.01 -1.93
C -1.16 -4.78 4.23
H -1.09 -5.52 5.02
C -2.12 -4.98 3.22
H -2.81 -5.81 3.25
C -2.18 -4.03 2.20
H -2.85 -4.13 1.35
C -1.36 -2.91 2.27
H -1.52 -2.05 1.62
C -0.36 -2.81 3.27
C 0.43 -1.59 3.45
H 1.14 -1.49 2.62
C -0.59 -0.58 -2.24
C 0.43 -2.53 -2.54
H 1.02 -3.40 -2.33
C -0.06 -2.12 -3.74
H 0.01 -2.55 -4.71
N -0.71 -0.90 -3.56
C -0.93 0.17 -4.47
C 0.08 0.51 -5.37
C -0.11 1.69 -6.08
H 0.64 1.98 -6.81
C -1.18 2.54 -5.84
C -1.29 3.82 -6.62
H -1.79 4.61 -6.04
H -1.87 3.67 -7.55
H -0.29 4.18 -6.91
C -2.16 2.17 -4.90
H -3.00 2.83 -4.71
C -2.05 0.97 -4.21
C -3.07 0.56 -3.20
H -3.18 -0.53 -3.17
H -4.04 1.00 -3.46
H -2.82 0.89 -2.18
C 1.36 -0.23 -5.48
H 1.24 -1.30 -5.65
H 2.00 -0.09 -4.60
H 1.92 0.17 -6.33
C 2.33 -2.76 4.93
P 1.20 -1.33 5.05
C -0.25 -1.55 6.11
C 2.19 -0.23 6.14
O -1.87 0.05 0.18
H 2.12 -3.34 4.03
H 2.13 -3.36 5.82
H 3.37 -2.38 4.90
H 0.15 -1.85 7.08
H -0.82 -0.62 6.17
H -0.88 -2.34 5.71
H 2.10 -0.70 7.13
H 1.84 0.80 6.23
H 3.26 -0.23 5.88


The following is a quantum chemistry calculation of an isolated molecule of C20H22N2O2S, from the OMol25 dataset.

Values from the calculation:
SMILES string: CCCCCC(=O)Nc1c(-c2cccs2)c(=O)c2ccccc2n1C
LUMO level: 0.33 eV
Charge: 0
Frontier orbital gap: 7.914 eV

Atoms and positions in Å:
C -1.30 1.55 -5.38
C -0.17 2.58 -5.38
C -0.32 3.64 -4.29
C -0.34 3.10 -2.86
C 0.96 2.40 -2.47
C 0.91 2.03 -1.00
O 0.86 2.84 -0.11
N 0.94 0.67 -0.78
C 0.74 0.05 0.46
C -0.19 -0.96 0.58
C -1.10 -1.35 -0.47
C -1.60 -0.63 -1.53
C -2.48 -1.37 -2.34
C -2.63 -2.65 -1.90
S -1.75 -2.96 -0.46
C -0.25 -1.74 1.80
O -0.87 -2.80 1.88
C 0.44 -1.15 2.94
C 0.23 -1.67 4.22
C 0.86 -1.11 5.31
C 1.70 -0.02 5.14
C 1.94 0.50 3.89
C 1.32 -0.06 2.76
N 1.56 0.41 1.49
C 2.74 1.22 1.25
H -1.27 0.93 -4.49
H -2.27 2.05 -5.42
H -1.22 0.90 -6.25
H 0.78 2.07 -5.28
H -0.16 3.09 -6.35
H -1.25 4.19 -4.46
H 0.50 4.36 -4.39
H -0.50 3.93 -2.17
H -1.18 2.42 -2.75
H 1.79 3.09 -2.61
H 1.13 1.52 -3.09
H 0.73 0.07 -1.56
H -1.41 0.42 -1.69
H -2.97 -0.97 -3.21
H -3.24 -3.42 -2.32
H -0.44 -2.50 4.31
H 0.69 -1.51 6.30
H 2.18 0.43 6.00
H 2.57 1.36 3.78
H 3.55 0.87 1.89
H 2.54 2.28 1.44
H 3.05 1.11 0.21


The following is a quantum chemistry calculation of a cluster of 2 separate species, C3H8N2O in total, from the OMol25 dataset.

Values from the calculation:
SMILES string: C=NC.NC=O
LUMO level: 0.99 eV
Charge: 0
Frontier orbital gap: 10.763 eV

Atoms and positions in Å:
C -1.79 -0.19 0.99
N -1.18 0.91 0.98
C 0.11 0.95 1.69
H -2.81 -0.31 0.63
H -1.34 -1.11 1.39
H 0.36 1.98 1.91
H 0.06 0.38 2.62
H 0.89 0.50 1.08
N 0.29 -0.40 -1.99
C 1.63 -0.59 -1.82
O 2.17 -0.64 -0.75
H -0.30 -0.85 -2.67
H -0.25 0.07 -1.27
H 2.15 -0.69 -2.80


Number 1: strongest force on any atom 4.31 eV Å⁻¹, calculated total energy -355.974138 Ha. Number 2: strongest force on any atom 3.94 eV Å⁻¹, calculated total energy -1162.848566 Ha. Number 3: strongest force on any atom 4.86 eV Å⁻¹, calculated total energy -5327.036437 Ha. Number 4: strongest force on any atom 5.67 eV Å⁻¹, calculated total energy -873.101977 Ha. Number 5: strongest force on any atom 4.34 eV Å⁻¹, calculated total energy -3665.432048 Ha. Number 6: strongest force on any atom 0.65 eV Å⁻¹, calculated total energy -2784.717780 Ha. Number 7: strongest force on any atom 3.23 eV Å⁻¹, calculated total energy -2942.611720 Ha. Number 8: strongest force on any atom 12.62 eV Å⁻¹, calculated total energy -1041.889746 Ha. Number 9: strongest force on any atom 3.87 eV Å⁻¹, calculated total energy -2636.736496 Ha. Number 10: strongest force on any atom 0.93 eV Å⁻¹, calculated total energy -1433.536140 Ha. Number 11: strongest force on any atom 1.18 eV Å⁻¹, calculated total energy -303.822149 Ha.